No. 1
A molecular structure, C22H11BaClF5N2O3S, computed with wB97M-V/def2-TZVPD.

Each line ends with the Mulliken charge.
Geometry (Å):
Ba 0.73 0.36 -1.06  1.7450
O -1.28 0.49 0.05  -0.6055
C -2.06 0.19 1.04  0.2792
C -3.38 0.69 1.10  -0.5534
C -4.22 0.40 2.15  -0.3505
C -3.80 -0.41 3.20  -0.7570
C -2.51 -0.92 3.15  -0.5726
C -1.63 -0.65 2.10  0.1642
C -0.28 -1.25 2.12  0.1575
N 0.71 -1.03 1.29  0.3034
C 1.77 -1.81 1.73  -0.7850
C 1.40 -2.51 2.83  -0.5405
N 0.09 -2.15 3.08  -0.0015
H -3.70 1.32 0.28  0.4027
H -5.22 0.81 2.15  0.3547
H -4.45 -0.64 4.03  0.3734
H -2.20 -1.54 3.99  0.2049
H 2.72 -1.82 1.22  0.4036
H 1.93 -3.22 3.44  0.4294
H -0.49 -2.51 3.80  0.1596
Cl 4.63 6.36 2.25  -0.2643
C 4.05 4.87 1.52  0.1373
C 4.63 3.65 1.89  -0.4309
C 4.19 2.48 1.33  -0.5948
C 3.14 2.44 0.37  0.2740
O 2.75 1.34 -0.13  -0.7289
C 2.57 3.71 0.02  0.7690
C 1.50 3.87 -0.95  -0.2224
O 0.90 2.99 -1.55  -0.6094
C 3.04 4.90 0.60  -0.7406
H 5.42 3.64 2.62  0.3783
H 4.64 1.53 1.62  0.3994
H 1.22 4.93 -1.14  0.2979
H 2.59 5.84 0.31  0.3109
F -3.84 -3.41 -5.82  -0.3203
C -2.76 -3.23 -5.04  0.6198
C -2.35 -1.95 -4.69  -0.1601
F -3.03 -0.88 -5.15  -0.3135
C -1.24 -1.79 -3.89  0.3780
F -0.91 -0.51 -3.60  -0.2828
C -0.48 -2.84 -3.38  0.0655
S 0.92 -2.58 -2.37  -0.5628
C -0.94 -4.11 -3.75  0.3578
F -0.30 -5.21 -3.33  -0.3472
C -2.04 -4.30 -4.56  0.0876
F -2.43 -5.55 -4.88  -0.3089

Properties
- HOMO level (Eh) = -0.1702
- charge = -1
- E (a.u.) = -2563.6126
- molar mass (g/mol) = 651.18
- E_LUMO (eV) = 2.45
- gap between HOMO and LUMO (Ha) = 0.260



No. 2
A molecular structure, C22H11Cl5CsF9N2, computed with wB97M-V/def2-TZVPD.

Each line ends with the natural charge from an NBO analysis.
Geometry (Å):
Cs 0.25 -0.95 -0.90  0.9086
C 1.79 1.91 2.36  -0.4175
N 1.35 0.54 2.48  -0.4589
C 2.41 -0.40 2.62  -0.3920
C 0.00 0.35 2.98  -0.2068
C -1.01 1.46 2.64  -0.2498
N -1.10 1.68 1.19  -0.6585
C -1.78 2.78 0.81  0.1207
C -2.25 2.79 -0.55  0.2326
F -1.98 1.66 -1.29  -0.3349
C -3.09 3.77 -1.05  0.3381
F -3.56 3.70 -2.31  -0.3326
C -3.40 4.89 -0.31  -0.4761
C -2.91 5.01 1.01  0.3338
F -3.09 6.16 1.68  -0.3329
C -2.05 4.06 1.52  0.1948
F -1.36 4.31 2.67  -0.3452
H 0.98 2.46 1.83  0.2370
H 2.68 1.92 1.75  0.1867
H 2.02 2.39 3.34  0.1389
H 2.82 -0.41 3.66  0.1378
H 3.17 -0.15 1.88  0.1997
H 2.11 -1.41 2.39  0.1951
H -0.05 0.26 4.11  0.1321
H -0.31 -0.62 2.66  0.1993
H -0.71 2.36 3.23  0.1787
H -2.06 1.15 3.01  0.1760
H -3.95 5.73 -0.72  0.2168
Cl -1.23 -3.15 2.78  -0.0305
C -1.87 -4.00 1.42  -0.0871
C -1.55 -3.53 0.19  -0.3780
C -2.00 -4.16 -0.92  -0.0855
Cl -1.75 -3.42 -2.49  -0.0495
C -2.80 -5.35 -0.81  -0.1297
Cl -3.30 -6.16 -2.19  0.0192
C -3.09 -5.87 0.43  -0.1153
Cl -4.05 -7.29 0.65  0.0043
C -2.66 -5.15 1.55  -0.1281
Cl -3.19 -5.64 3.06  0.0206
F 3.98 -0.80 -1.39  -0.3642
C 3.81 -0.67 -2.75  0.2284
C 2.58 -0.31 -3.24  -0.4615
C 2.40 -0.03 -4.58  0.2405
F 1.22 0.28 -5.13  -0.3353
C 3.52 0.01 -5.39  0.2747
F 3.45 0.33 -6.68  -0.3323
C 4.78 -0.27 -4.87  0.2070
F 5.83 -0.37 -5.72  -0.3306
C 4.93 -0.67 -3.54  0.2393
F 6.10 -1.17 -3.08  -0.3277

Properties
- HOMO level (Eh) = -0.0659
- charge = -2
- relative energy (zero: lowest compared OMol25 entry of this formula, charge and spin) (kcal per mole) = 0.0
- E (a.u.) = -4174.2708
- molar mass (g/mol) = 784.50
- E_LUMO (eV) = 3.81
- gap between HOMO and LUMO (Ha) = 0.206



No. 3
A molecular structure, C22H11F15GeN3O3SV, computed with wB97M-V/def2-TZVPD.

Each line ends with the natural charge from an NBO analysis.
Geometry (Å):
V 2.36 -0.37 0.30  1.3351
C 6.25 -0.23 -0.24  -0.2704
O 5.86 1.17 -0.14  -0.3966
C 4.63 1.51 0.02  0.9436
O 3.66 0.64 0.10  -0.6400
N 4.38 2.80 0.11  -0.3590
N 3.08 3.25 0.29  -0.6462
H 7.33 -0.22 -0.31  0.2690
H 5.83 -0.67 -1.15  0.2134
H 5.93 -0.78 0.65  0.1997
H 5.17 3.44 0.07  0.4482
H 2.83 3.87 -0.47  0.3991
H 3.03 3.79 1.15  0.4002
F -3.80 0.62 0.89  -0.2793
C -2.88 0.52 1.86  0.3559
C -1.56 0.46 1.45  -0.5048
C -0.59 0.31 2.42  0.3043
F 0.73 0.19 2.06  -0.3607
C -0.91 0.24 3.77  0.2724
F 0.05 0.07 4.67  -0.2693
C -2.24 0.34 4.15  0.3376
F -2.56 0.27 5.42  -0.2338
C -3.25 0.47 3.19  0.3100
F -4.51 0.54 3.56  -0.2356
Ge -1.34 0.54 -0.50  1.4719
S 0.95 0.67 -0.91  -0.0420
C -2.10 -1.12 -1.21  -0.5839
C -3.32 -1.14 -1.89  0.3829
F -3.89 0.02 -2.19  -0.2773
C -3.94 -2.34 -2.22  0.2963
F -5.10 -2.33 -2.84  -0.2403
C -3.34 -3.54 -1.87  0.3479
F -3.92 -4.68 -2.15  -0.2350
C -2.12 -3.54 -1.20  0.2524
F -1.52 -4.68 -0.85  -0.2756
C -1.54 -2.34 -0.88  0.3859
F -0.37 -2.32 -0.18  -0.3656
C -1.96 2.16 -1.37  -0.6246
C -2.57 3.23 -0.73  0.4245
F -2.69 3.21 0.60  -0.2988
C -3.03 4.32 -1.45  0.2678
F -3.61 5.33 -0.83  -0.2475
C -2.85 4.35 -2.84  0.3587
F -3.25 5.39 -3.52  -0.2325
C -2.23 3.28 -3.50  0.2651
F -2.04 3.32 -4.80  -0.2502
C -1.81 2.20 -2.75  0.4073
F -1.21 1.15 -3.34  -0.3070
C 2.81 -4.06 0.19  -0.7295
C 2.09 -3.18 1.15  0.7581
N 1.50 -3.66 2.19  -0.6329
O 2.06 -1.88 0.93  -0.6430
H 2.24 -4.96 -0.02  0.3005
H 3.76 -4.38 0.64  0.2994
H 3.02 -3.54 -0.73  0.2599
H 1.50 -4.65 2.38  0.4638
H 1.01 -3.06 2.85  0.4509

Properties
- HOMO level (spin up / spin down) (Eh) = -0.6100 / -0.6103
- charge = +3
- E (a.u.) = -6150.9195
- molar mass (g/mol) = 805.94
- E_LUMO (spin up / spin down) (eV) = -12.70 / -10.85
- gap between HOMO and LUMO (spin up / spin down) (Ha) = 0.143 / 0.211
- spin multiplicity = 2



No. 4
A molecular structure, C22H13BrClIrN3O3, computed with wB97M-V/def2-TZVPD.

Each line ends with the natural charge from an NBO analysis.
Geometry (Å):
Ir -0.07 1.11 0.04  1.3316
Cl 5.76 -0.52 3.53  0.2055
C 4.45 -0.46 2.47  0.0235
C 4.61 -0.91 1.13  -0.1894
C 3.56 -0.87 0.28  -0.1345
C 2.29 -0.34 0.69  0.4402
O 1.36 -0.31 -0.18  -0.5285
C 2.13 0.08 2.07  -0.1594
C 0.82 0.33 2.62  0.1854
N -0.23 0.52 1.90  -0.2989
C -1.58 0.31 2.31  0.0465
C -2.06 0.26 3.59  -0.1473
C -3.42 -0.08 3.79  -0.1838
C -4.23 -0.39 2.74  -0.1113
C -3.74 -0.38 1.41  -0.1001
C -4.48 -0.73 0.26  -0.0637
C -3.88 -0.70 -0.97  -0.2422
C -2.54 -0.30 -1.07  0.1189
N -1.82 0.03 -0.02  -0.4467
C -2.40 -0.01 1.22  0.2255
C 3.21 0.00 2.92  -0.1388
H 5.58 -1.28 0.82  0.2716
H 3.65 -1.20 -0.75  0.2591
H 0.68 0.19 3.69  0.2372
H -1.45 0.48 4.45  0.2397
H -3.80 -0.09 4.80  0.2561
H -5.27 -0.66 2.91  0.2503
H -5.52 -1.02 0.36  0.2549
H -4.42 -0.96 -1.87  0.2648
H -2.04 -0.25 -2.04  0.2344
H 3.10 0.27 3.97  0.2569
Br -1.97 8.37 -0.11  0.1512
C -0.55 7.15 -0.06  -0.1526
C 0.77 7.61 -0.06  0.0928
N 1.83 6.81 -0.03  -0.3789
C 1.62 5.51 -0.01  0.1153
C 0.34 4.95 -0.01  -0.2743
C -0.78 5.79 -0.03  -0.1148
C 0.18 3.52 0.03  0.8014
O -0.96 2.94 0.16  -0.6303
O 1.19 2.70 -0.08  -0.6665
H 0.96 8.68 -0.09  0.2308
H 2.50 4.87 0.01  0.2175
H -1.78 5.39 -0.03  0.2509

Properties
- HOMO level (spin up / spin down) (Eh) = -0.5156 / -0.5156
- charge = +2
- E (a.u.) = -4374.1226
- molar mass (g/mol) = 674.94
- E_LUMO (spin up / spin down) (eV) = -7.63 / -9.41
- gap between HOMO and LUMO (spin up / spin down) (Ha) = 0.235 / 0.170
- spin multiplicity = 2